# 1
Computed, not measured: a 3-piece molecular cluster, C18H37B3ClF3N2O8 overall, with wB97M-V/def2-TZVPD.

Structure (XYZ):
```
72
Properties=species:S:1:pos:R:3:forces:R:3
C -5.47018 0.66661 7.92421 0.010 -0.076 0.174
C -5.46715 1.65652 7.25224 -0.145 -0.111 -0.288
C -5.51245 2.81856 6.37225 0.226 0.086 0.425
B -4.11310 3.49736 6.13628 -0.253 -0.176 0.294
O -4.06037 4.76842 5.59831 0.218 -0.389 -0.458
B -2.79681 5.12824 5.18095 -0.346 0.438 0.412
Cl -2.57219 5.82832 3.59532 0.039 0.227 0.060
O -1.73794 4.82037 5.99160 0.290 -0.420 -0.715
B -1.72059 3.46536 6.31880 0.075 0.132 0.594
C -0.33392 2.76195 6.54316 -0.197 0.201 -0.401
C -0.24931 1.31099 6.06907 0.128 -0.063 0.510
O -1.28285 0.49058 6.55659 0.121 -0.222 -0.221
C -0.13939 1.24436 4.55862 0.077 -0.318 0.034
F 0.93430 1.90350 4.11213 0.054 0.224 -0.066
F -1.22905 1.76668 3.95495 -0.122 0.165 -0.032
F -0.02744 -0.01721 4.12985 -0.075 -0.212 -0.081
O -2.93888 2.82222 6.42672 -0.028 0.211 -0.367
H -5.49388 -0.19835 8.54082 0.056 -0.011 0.006
H -6.18372 3.56277 6.80741 -0.079 0.076 -0.154
H -5.93510 2.53208 5.40623 -0.047 0.063 -0.063
H 0.39038 3.35642 5.98323 0.154 0.015 0.111
H -0.03141 2.82783 7.58884 -0.116 -0.095 0.090
H 0.67233 0.86205 6.44293 0.087 0.027 -0.067
H -2.04592 0.52308 5.96832 -0.128 0.205 0.179
C 0.61059 -3.91993 -2.59606 0.021 0.027 0.021
O 1.29576 -2.89296 -1.90833 -0.085 -0.049 -0.056
C 0.52279 -1.72197 -1.66542 0.135 0.186 -0.023
C 0.16815 -1.57993 -0.20211 -0.034 -0.133 0.051
N -0.80085 -2.58332 0.21310 0.146 -0.042 -0.004
C -1.02015 -2.66231 1.65329 -0.159 -0.054 -0.095
C 0.15659 -3.02486 2.55031 -0.047 0.109 0.239
O 0.60959 -4.35793 2.41673 0.005 -0.008 -0.087
C 1.50317 -4.59417 1.34799 0.018 -0.084 0.072
H 1.34709 -4.66553 -2.89134 0.027 0.015 0.025
H -0.14256 -4.40596 -1.96622 -0.048 -0.001 -0.059
H 0.11978 -3.53478 -3.49536 -0.026 -0.024 0.000
H -0.37477 -1.70753 -2.29111 -0.023 -0.069 0.028
H 1.14282 -0.86846 -1.95447 -0.022 0.004 -0.021
H -0.26281 -0.58658 -0.04103 0.008 0.005 0.025
H 1.10539 -1.63329 0.36950 0.012 0.089 -0.029
H -0.50073 -3.48972 -0.12086 -0.012 0.009 0.005
H -1.79949 -3.41003 1.81987 -0.018 0.024 0.032
H -1.42539 -1.70275 1.99177 0.045 0.022 0.007
H -0.19043 -2.93587 3.58276 0.016 -0.011 0.006
H 0.99386 -2.32361 2.44525 0.014 -0.039 -0.107
H 2.14623 -3.72921 1.16083 -0.015 0.008 -0.034
H 0.98076 -4.85646 0.42284 0.033 0.061 -0.028
H 2.12949 -5.44114 1.62766 0.002 0.004 0.011
C 0.91072 3.10869 -6.84798 0.043 0.041 -0.015
O 2.10504 2.81075 -6.15671 -0.080 -0.052 -0.047
C 1.92774 2.38762 -4.81189 0.112 0.080 0.144
C 2.24303 0.91781 -4.64412 -0.053 -0.074 -0.111
N 1.24315 0.08128 -5.29156 0.120 0.060 -0.090
C 1.59136 -1.33353 -5.37794 -0.248 0.037 0.057
C 2.83640 -1.73300 -6.15889 0.072 -0.211 0.098
O 2.74282 -1.53539 -7.55555 -0.026 0.072 -0.008
C 3.03003 -0.22738 -8.00787 0.010 -0.066 -0.091
H 1.19116 3.59385 -7.78123 0.012 -0.008 -0.003
H 0.32825 2.21114 -7.08478 -0.037 0.015 0.038
H 0.27847 3.79267 -6.27338 -0.018 -0.005 -0.006
H 0.91306 2.60980 -4.46669 -0.026 -0.056 -0.035
H 2.62556 2.96348 -4.19783 -0.016 0.023 -0.009
H 2.26205 0.68234 -3.57502 0.024 -0.022 -0.001
H 3.25502 0.75217 -5.03881 0.030 0.036 0.081
H 1.07661 0.43431 -6.22504 -0.012 -0.010 0.013
H 0.73893 -1.84221 -5.83632 0.020 -0.048 0.011
H 1.68113 -1.72490 -4.35846 0.091 0.000 -0.003
H 2.96576 -2.80989 -6.02331 0.008 0.001 -0.016
H 3.74536 -1.26068 -5.76584 -0.043 0.103 -0.030
H 3.79697 0.25283 -7.39339 -0.021 0.025 0.014
H 2.13931 0.40790 -8.02688 0.038 0.045 0.053
H 3.40182 -0.31008 -9.02892 0.008 -0.010 0.003
```
Forces are in eV/Å.

SMILES ... C#CCB1OB(Cl)OB(C[C@@H](O)C(F)(F)F)O1.COCCNCCOC.COCCNCCOC
Highest occupied orbital energy ... -8.62 eV
LUMO level ... 0.3 eV
Orbital gap ... 8.88 eV

Mulliken analysis output, partial charges in e:
1. C -0.03
2. C -0.30
3. C -0.69
4. B 0.53
5. O -0.30
6. B 0.63
7. Cl -0.26
8. O -0.26
9. B 0.40
10. C -0.74
11. C -0.11
12. O -0.57
13. C 0.59
14. F -0.28
15. F -0.28
16. F -0.19
17. O -0.73
18. H 0.41
19. H 0.36
20. H 0.32
21. H 0.35
22. H 0.38
23. H 0.41
24. H 0.37
25. C -0.73
26. O -0.39
27. C -0.53
28. C -0.17
29. N -0.34
30. C -0.82
31. C -0.33
32. O -0.46
33. C -0.54
34. H 0.23
35. H 0.34
36. H 0.33
37. H 0.44
38. H 0.09
39. H 0.36
40. H 0.16
41. H 0.11
42. H 0.32
43. H 0.47
44. H 0.34
45. H 0.31
46. H 0.25
47. H 0.18
48. H 0.31
49. C -0.69
50. O -0.35
51. C -0.88
52. C -0.12
53. N -0.25
54. C -0.01
55. C -0.70
56. O -0.43
57. C -0.52
58. H 0.24
59. H 0.29
60. H 0.34
61. H 0.41
62. H 0.40
63. H 0.30
64. H 0.18
65. H 0.08
66. H 0.40
67. H -0.12
68. H 0.39
69. H 0.36
70. H 0.27
71. H 0.16
72. H 0.30

---

# 2
Computed, not measured: a 2-piece molecular cluster, C4H7NO overall at a distorted geometry, with wB97M-V/def2-TZVPD.

Structure (XYZ):
```
13
Properties=species:S:1:pos:R:3:forces:R:3
C 2.05640 0.54175 -0.11623 0.196 0.261 0.030
O 1.49605 -0.78709 -0.17631 -0.323 -0.102 -0.378
C 0.59644 -0.97976 -1.09100 0.362 -0.223 0.324
C -2.13651 -0.24358 0.27811 -0.071 -0.034 -0.019
C -1.28288 0.84393 0.75068 0.512 0.764 0.363
N -0.61923 1.70963 1.13561 -0.687 -0.867 -0.350
H 1.31502 1.26634 -0.44987 0.135 -0.126 0.011
H 2.93827 0.55242 -0.75855 -0.069 0.021 0.105
H 2.33396 0.72097 0.92281 -0.046 -0.015 -0.151
H 0.35791 -2.06724 -0.94764 0.017 0.143 -0.058
H -1.53136 -1.00885 -0.21127 -0.128 0.120 0.101
H -2.67424 -0.68693 1.11880 0.038 0.076 -0.094
H -2.84983 0.13842 -0.45512 0.062 -0.019 0.116
```
Forces are in eV/Å.

Highest occupied orbital energy ... -8.82 eV
ΔE to the lowest compared entry with this formula, charge and spin ... 409.48 kJ/mol
LUMO level ... 0.6 eV
Orbital gap ... 9.46 eV

Mulliken analysis output, partial charges in e:
1. C -0.54
2. O -0.17
3. C -0.39
4. C -0.62
5. C 0.42
6. N -0.43
7. H 0.35
8. H 0.27
9. H 0.25
10. H 0.21
11. H 0.16
12. H 0.28
13. H 0.24

---

# 3
Computed, not measured: one molecule with the formula C5H12N2O at a distorted geometry, with wB97M-V/def2-TZVPD.

Structure (XYZ):
```
20
Properties=species:S:1:pos:R:3:forces:R:3
N -1.65620 -2.71165 0.17140 -0.339 0.020 0.065
C -0.47977 -2.03036 0.62898 2.092 0.083 -1.721
C -0.83346 -0.57166 0.92455 -0.279 -0.459 1.375
C -0.61366 0.34213 -0.29208 0.099 -1.601 0.428
C 0.87818 0.70870 -0.44747 -1.082 1.944 -2.132
N 1.13661 2.10528 -0.07699 0.461 -0.587 -0.046
C 1.80557 2.96579 -0.92796 0.029 -0.221 1.500
O 2.03353 2.77054 -2.09231 -0.062 -0.317 -0.462
H -1.64925 -3.40272 -0.54974 0.319 -0.174 0.073
H -2.49494 -2.69022 0.72762 0.259 -0.042 0.062
H 0.28302 -2.04559 -0.25872 -1.258 -0.005 1.384
H 0.13775 -2.45927 1.45524 -0.890 -0.169 -0.173
H -1.84519 -0.66307 1.39430 0.283 0.682 -0.937
H -0.26880 -0.23785 1.80413 0.400 0.196 -0.255
H -0.85340 -0.29061 -1.15909 -0.365 0.409 0.095
H -1.28424 1.18654 -0.24852 0.099 0.472 -0.271
H 1.53275 -0.01380 0.04078 0.133 0.167 -0.084
H 1.07186 0.85228 -1.54394 0.165 -1.238 0.812
H 0.87693 2.33743 0.86002 0.391 0.723 0.250
H 2.22270 3.84814 -0.41022 -0.453 0.117 0.037
```
Forces are in eV/Å.

SMILES ... NCCCCNC=O
Highest occupied orbital energy ... -8.92 eV
ΔE to the lowest compared entry with this formula, charge and spin ... 175.15 kJ/mol
LUMO level ... 1.0 eV
Orbital gap ... 9.89 eV

Mulliken analysis output, partial charges in e:
1. N -0.39
2. C -0.31
3. C -0.59
4. C -0.89
5. C -0.44
6. N -0.15
7. C 0.02
8. O -0.53
9. H 0.16
10. H 0.13
11. H 0.23
12. H 0.21
13. H 0.42
14. H 0.31
15. H 0.33
16. H 0.37
17. H 0.31
18. H 0.28
19. H 0.21
20. H 0.32

---

# 4
Computed, not measured: a 2-piece molecular cluster, C2HFN2O2 overall at a distorted geometry, with wB97M-V/def2-TZVPD.

Structure (XYZ):
```
8
Properties=species:S:1:pos:R:3:forces:R:3
O 1.15436 -1.14961 2.26546 0.884 -0.278 1.269
N 0.60899 -1.40114 1.24240 -0.404 0.699 -0.257
C -0.03858 -1.16080 0.28766 -0.388 -0.677 -0.754
F -0.50587 -1.75892 -0.75970 -0.031 -0.027 -0.163
C -0.68540 1.23589 -0.27895 0.212 0.343 -0.470
N 0.04238 1.39855 -1.16635 -0.863 -0.433 1.192
O 0.84010 1.37481 -2.02951 1.012 0.233 -1.254
H -1.41598 1.46122 0.43899 -0.421 0.142 0.437
```
Forces are in eV/Å.

SMILES ... [O-][N+]#CF.C#[N+][O-]
Highest occupied orbital energy (alpha / beta) ... -9.65 / -9.65 eV
ΔE to the lowest compared entry with this formula, charge and spin ... 731.75 kJ/mol
LUMO level (alpha / beta) ... -0.7 / -0.7 eV
Orbital gap (alpha / beta) ... 8.94 / 8.94 eV

Mulliken analysis output, partial charges in e:
1. O -0.59
2. N 0.55
3. C 0.15
4. F -0.17
5. C -0.22
6. N 0.47
7. O -0.59
8. H 0.40

---

# 5
Computed, not measured: a 2-piece molecular cluster, C3H5N3S overall at a distorted geometry, with wB97M-V/def2-TZVPD.

Structure (XYZ):
```
12
Properties=species:S:1:pos:R:3:forces:R:3
C -1.04368 -0.54730 -0.07928 0.166 0.853 -2.369
C -0.17062 0.47573 0.64989 -0.554 -1.486 4.868
C 2.04277 1.17051 -1.52490 -2.160 -1.156 2.327
H -2.91275 -2.55872 2.14789 1.894 1.282 -0.231
H -1.03375 -0.31552 -1.17943 -0.141 -0.574 0.866
H -0.11667 0.50401 1.80558 -1.300 -1.053 -1.634
H 2.75362 -0.20653 -1.26962 -2.195 4.259 -0.384
H 2.25664 1.63071 -2.52540 -0.156 -0.547 1.231
N -1.79975 -1.54226 0.27409 1.700 2.130 1.997
N 0.70998 1.35648 0.42791 0.416 -0.023 -1.679
N 1.05112 1.74340 -0.79106 4.461 -2.081 -4.042
S -1.73691 -1.71052 2.06431 -2.132 -1.605 -0.952
```
Forces are in eV/Å.

Highest occupied orbital energy ... -9.24 eV
ΔE to the lowest compared entry with this formula, charge and spin ... 622.21 kJ/mol
LUMO level ... -0.4 eV
Orbital gap ... 8.86 eV

Mulliken analysis output, partial charges in e:
1. C 0.13
2. C -0.08
3. C -0.28
4. H 0.18
5. H 0.32
6. H 0.33
7. H 0.20
8. H 0.29
9. N -0.41
10. N -0.07
11. N -0.42
12. S -0.19

---

# 6
Computed, not measured: a 2-piece molecular cluster, C5H6S overall at a distorted geometry, with wB97M-V/def2-TZVPD.

Structure (XYZ):
```
12
Properties=species:S:1:pos:R:3:forces:R:3
C 0.17826 -2.02714 0.48508 0.370 -0.294 -0.020
C 2.44630 0.33102 -0.92868 -2.920 0.486 -0.001
C -0.67075 -1.18966 0.45686 -0.317 0.450 -0.180
C -1.62634 -0.26001 0.35716 -0.787 0.205 0.076
C -1.86304 1.14166 0.28520 -0.255 0.687 1.429
S -3.18034 -0.05002 1.04456 0.318 1.023 -0.521
H 3.45865 0.40518 -1.07288 2.124 0.197 -0.407
H 1.71723 0.96301 -1.46219 0.742 -0.376 0.165
H 1.02440 -2.59448 0.58592 1.284 -1.234 0.144
H -2.09517 1.67212 -0.60581 -0.586 -0.166 -0.965
H 2.02762 -0.25457 -0.13613 0.111 -0.242 0.213
H -1.41682 1.86288 0.99093 -0.083 -0.735 0.067
```
Forces are in eV/Å.

Highest occupied orbital energy (alpha / beta) ... -8.86 / -7.46 eV
ΔE to the lowest compared entry with this formula, charge and spin ... 546.57 kJ/mol
LUMO level (alpha / beta) ... -0.6 / 0.2 eV
Orbital gap (alpha / beta) ... 8.25 / 7.64 eV

Mulliken analysis output, partial charges in e:
1. C -0.24
2. C -0.77
3. C -0.02
4. C 0.10
5. C -0.65
6. S -0.14
7. H 0.36
8. H 0.24
9. H 0.50
10. H 0.25
11. H 0.15
12. H 0.24

---

no.,DFT total energy (a.u.)
1,-2254.0306
2,-286.4757
3,-382.4358
4,-436.4002
5,-679.5482
6,-592.0637